Computed, not measured: a molecular structure, C72H180F8N15O31S8 at a distorted geometry, with wB97M-V/def2-TZVPD.

XYZ file:
```
314
Properties=species:S:1:pos:R:3:forces:R:3:lowdin_charge:R:1
S 0.01317 0.96955 4.62601 -3.2 -1.4 1.9 0.484
S 6.47732 -0.95262 4.15757 1.2 0.3 -2.9 0.540
S -0.77413 -1.31298 6.00169 0.0 0.9 -2.8 0.488
S -6.95523 1.33365 -0.70191 0.1 -2.5 -0.4 0.475
S 4.91513 -1.61401 2.02484 1.2 -1.4 -0.1 0.531
S 4.45628 -2.06422 -3.52486 -0.3 0.7 -2.5 0.495
S 2.86539 -1.36468 -5.80401 -1.8 -0.7 1.4 0.530
S -6.24780 0.02606 -2.97774 -0.2 -1.3 -1.4 0.533
F -4.85472 0.31024 -3.72024 -0.7 -0.6 -0.1 -0.195
F 6.04397 -2.02506 -3.58087 -0.8 -0.2 0.2 -0.145
F -6.63279 0.12773 0.36506 0.2 1.1 -0.2 -0.218
F 3.05302 -2.57504 -6.72859 1.0 -0.6 -1.3 -0.135
F -0.03475 -0.79895 7.25746 0.8 0.1 0.6 -0.140
F 4.21238 -0.56590 1.06779 0.4 -0.2 -0.5 -0.168
F 7.93435 -0.93740 3.33402 -1.7 0.1 1.1 -0.216
F -0.04055 2.30372 5.53824 -0.1 -0.8 -0.2 -0.182
O 6.62789 0.12254 5.09102 -0.1 -0.7 0.1 -0.278
O 4.06926 -1.14326 -2.52552 0.1 0.3 1.7 -0.273
O -1.91837 -4.12246 -0.98980 0.5 -0.2 -0.1 -0.045
O -6.22966 -1.38918 -2.62985 0.3 1.7 -0.2 -0.316
O 1.75707 -5.75977 2.09106 0.2 -0.2 0.6 -0.159
O -0.67893 6.29350 -0.73932 0.2 0.4 -0.8 -0.207
O -0.46058 -4.99509 0.35846 -0.7 -0.3 -0.4 -0.087
O 2.97248 4.16577 -6.20244 -0.4 -1.1 1.5 -0.187
O 0.46325 -2.15603 0.85848 -0.3 -1.2 0.8 -0.191
O 1.60246 -1.80229 -5.19765 1.7 1.3 0.5 -0.309
O 1.30533 0.44891 4.82248 1.6 -0.7 0.6 -0.302
O 3.53110 2.64395 -1.43368 -0.7 0.3 -1.0 -0.048
O -3.05320 -7.28273 -4.18596 0.8 -1.1 0.9 -0.186
O -6.69712 2.56049 -0.07840 0.7 1.0 1.0 -0.247
O 6.72122 3.58719 1.76520 0.0 0.8 -1.6 -0.179
O 5.94921 -2.36720 1.30098 -2.0 1.8 0.9 -0.275
O 2.47287 4.34029 -0.70696 -0.7 0.7 -0.4 -0.046
O -12.19747 5.49775 -4.37136 0.1 -1.5 0.5 -0.227
O 6.33423 -2.33560 4.47838 0.2 0.2 1.1 -0.272
O 4.05513 -3.42117 -3.45180 0.2 -0.5 0.3 -0.256
O 2.44982 3.93735 -2.85551 0.0 -0.3 0.4 -0.069
O -7.28891 0.41862 -3.90820 1.1 0.0 1.0 -0.294
O 4.35491 -1.28312 7.25026 -0.3 -1.1 -0.3 -0.167
O -0.33416 1.43503 3.35190 -0.5 1.1 -2.0 -0.275
O 0.13393 -2.21905 5.31417 -1.2 1.3 1.3 -0.290
O -8.29829 1.00861 -1.02920 -1.0 0.0 -0.4 -0.292
O 2.80415 -0.18380 -6.62687 0.7 -0.7 0.6 -0.275
O 3.80983 -2.35211 2.55312 0.1 0.1 -0.1 -0.272
O -4.18473 -3.51948 2.57835 0.3 1.1 0.2 -0.205
O -1.84576 -6.26024 -0.74546 0.5 -0.1 0.0 -0.017
O -2.04206 -1.71962 6.45359 -1.2 -1.8 0.9 -0.287
N 4.20055 -1.38738 -4.93508 -0.8 0.1 -1.0 -0.327
N -1.37757 -5.14143 -0.47689 -1.3 0.6 0.3 -0.550
N 3.89386 3.14968 3.57683 -1.8 0.1 -1.0 -0.240
N 5.63692 2.39366 -5.18243 0.8 -0.7 0.5 -0.280
N 2.78997 3.63639 -1.68506 1.4 -0.6 1.2 -0.567
N 6.96318 -2.50153 8.70530 -0.1 -0.6 -0.9 -0.264
N 1.63209 8.03358 -2.27344 1.0 -1.9 1.9 -0.233
N -4.96625 -4.79475 -3.97134 0.0 0.1 0.4 -0.219
N -1.22869 0.03917 5.19500 3.2 0.9 -0.2 -0.280
N -5.90438 1.01678 -1.82637 -0.5 0.7 1.0 -0.305
N -11.02458 2.87633 -3.49349 0.6 1.1 -1.4 -0.282
N 0.44337 -0.41267 -1.50877 -2.5 1.4 -1.3 -0.240
N 5.45736 -0.50057 3.02495 0.7 -0.2 0.7 -0.315
N -5.40619 -1.01448 4.24247 1.0 0.9 1.4 -0.252
N 3.18049 -5.42812 -0.44016 0.2 -0.6 0.2 -0.235
C -5.80187 -6.68717 -5.39061 -1.8 -0.3 0.2 -0.051
C 0.05065 -1.78180 -2.03104 1.6 -0.7 -0.9 -0.123
C 1.86714 9.41248 -2.76432 -0.9 1.9 1.6 -0.167
C -11.51312 1.51834 -1.47214 1.0 -3.5 1.1 -0.061
C 3.32076 2.65875 5.96193 0.9 0.8 0.6 -0.046
C 5.69764 -5.66722 -0.60195 0.6 -1.2 2.1 -0.059
C -12.46818 3.30675 -3.44277 -0.8 0.7 -0.5 -0.078
C -7.70142 0.09574 4.16148 -0.1 1.1 1.4 -0.063
C -10.58874 2.80587 -4.94655 -1.0 -2.3 -0.7 0.016
C -3.70403 -4.81260 2.36649 -1.4 -1.6 -0.9 -0.081
C -12.81509 6.62179 -4.90319 -0.2 0.6 0.2 -0.095
C 5.72946 3.77764 -4.69259 -2.4 1.4 -0.1 -0.020
C -5.82214 -6.04419 -3.98138 1.0 -0.8 -1.9 -0.165
C 7.05703 0.61218 -6.28116 -0.5 -1.2 1.4 -0.052
C 1.59287 7.93421 -0.66115 -0.5 -0.5 -1.9 0.081
C 3.45719 -4.24022 0.49562 -2.8 0.2 -2.4 0.021
C 1.64001 -5.97973 -2.39453 0.4 -1.9 0.5 -0.038
C 4.76339 2.35609 -6.36224 -1.5 0.2 -1.1 -0.104
C -1.61699 5.31371 -0.36667 0.2 -0.2 0.6 -0.084
C 3.46001 -1.62410 6.15335 -0.3 0.4 0.4 -0.048
C -0.84422 -1.79239 -3.30369 0.4 -0.3 0.7 -0.049
C -3.55412 -5.03932 -4.64335 -0.9 0.9 1.8 -0.044
C 0.08014 -2.80599 2.09658 0.5 2.5 0.6 -0.040
C 6.19557 1.41376 -2.91688 -1.7 1.6 0.8 -0.055
C 4.10313 7.53033 -2.17636 0.5 0.3 0.3 -0.061
C -10.13838 3.90556 -2.75246 0.9 -0.4 -1.5 -0.089
C -5.17680 -3.46599 3.57276 0.3 0.4 0.4 -0.180
C 1.70767 -6.77385 1.13153 0.1 -1.0 -0.2 -0.252
C -3.96206 -0.71672 3.84812 -1.4 1.9 -1.7 -0.177
C 6.10003 2.56815 2.48889 1.2 -1.1 0.6 -0.210
C 5.10388 1.45574 -3.99790 0.7 0.6 -0.7 -0.122
C 7.04535 2.00769 -5.70473 -0.6 0.7 0.6 -0.150
C -3.79229 -0.57177 2.33561 1.0 -1.0 0.1 -0.050
C -1.93082 -8.16684 -4.33110 -1.3 -0.5 -1.0 -0.057
C -4.75170 -4.36233 -2.49250 -1.6 1.1 0.9 -0.132
C 7.51774 -1.41697 7.71609 -0.2 0.2 2.7 -0.124
C 0.88427 -6.17772 3.10274 -1.1 -0.6 1.4 -0.104
C 4.36568 2.53397 4.85693 -0.6 0.1 0.8 -0.156
C 3.57547 5.39708 2.46866 -1.0 1.4 1.2 -0.055
C 0.78657 -0.80236 0.99453 -0.8 -1.7 -1.5 -0.186
C -6.19017 0.26859 3.89077 -1.0 -1.5 -1.3 -0.134
C 1.30951 -0.41113 -0.33788 1.9 0.4 0.1 -0.110
C -5.28137 -1.42386 5.73393 0.9 3.6 0.2 0.040
C 4.37887 -5.62182 -1.30317 0.3 0.8 -0.7 -0.208
C 9.29461 -2.99425 9.64119 -2.2 0.5 -1.0 -0.024
C -0.87085 0.26067 -1.23344 -1.2 -1.2 0.7 -0.165
C 6.90515 -3.73593 7.82222 1.3 -1.0 1.3 0.022
C 2.79560 7.19626 -2.87769 0.0 0.2 2.1 -0.132
C 2.36149 2.84949 3.38073 0.9 0.2 0.3 0.031
C 4.17411 4.64794 3.60292 0.2 -1.5 2.4 -0.140
C 4.59834 2.46133 2.45771 0.4 1.1 -0.2 -0.117
C -6.09444 -4.31691 -1.64853 -1.2 -1.3 -2.3 -0.054
C 0.31161 7.46232 -2.67045 -0.8 0.2 -1.6 -0.096
C 4.43085 -2.34495 8.18701 0.9 1.6 0.3 -0.209
C 1.55877 4.35036 -5.91385 1.1 0.8 -1.5 -0.077
C 6.81480 3.54581 0.29346 1.1 0.3 1.3 -0.045
C -0.26134 6.12829 -2.10188 1.2 1.3 1.0 -0.156
C -5.73210 -3.72532 -4.76430 1.8 1.7 -0.6 0.011
C 1.13808 0.37190 -2.60386 1.9 -0.5 0.4 0.040
C 0.97320 10.48366 -2.03892 0.3 -1.7 -0.6 -0.027
C -2.65870 -5.99320 -3.86545 0.9 1.1 -1.6 -0.227
C 3.26367 2.77703 -6.11547 0.8 -0.7 -2.2 -0.206
C 5.58912 -2.16954 9.21060 -1.0 -0.7 -0.3 -0.068
C 7.87633 -0.07525 8.36856 0.7 -1.9 1.8 -0.023
C 7.77562 -2.78759 9.92494 2.0 0.0 -0.6 -0.149
C -0.80894 1.56625 -0.49463 -1.7 0.2 -1.6 -0.044
C -5.99483 -2.14637 3.49614 0.9 -1.6 0.4 -0.093
C 1.98477 -5.00413 -1.25141 -1.0 -1.0 0.9 -0.159
C -8.59213 3.62939 -3.00495 -2.2 2.0 1.7 -0.019
C -13.00167 4.32520 -4.51724 1.3 -0.4 0.1 -0.162
C -10.90565 1.54657 -2.86615 -1.6 -0.3 1.0 -0.194
C 2.88731 -6.78509 0.24231 1.7 1.1 0.2 -0.054
H 7.29771 2.79831 -6.46945 -0.2 -0.8 0.8 0.147
H 1.93372 3.15798 2.41560 0.9 0.1 0.1 0.113
H 0.17626 -3.83102 1.90289 -0.5 -1.2 -0.1 0.022
H 6.64660 3.99716 -4.20206 0.7 -0.2 0.6 0.085
H 1.19490 -5.09814 -0.46763 0.3 0.6 -1.1 0.087
H 8.40871 -1.84741 7.30216 0.2 -0.2 -0.5 0.121
H -3.37406 -1.52367 4.15155 0.9 -1.0 0.9 0.081
H -6.18207 -1.79690 6.15292 -0.8 -0.5 0.0 0.089
H -13.06710 2.39399 -3.39900 0.0 0.2 -0.3 0.138
H 0.85369 -0.03879 -3.56101 -0.1 0.2 -0.1 0.071
H 1.67520 -7.79002 1.54772 0.2 0.1 0.5 0.145
H -0.48826 -1.24096 -4.18131 0.0 -0.1 0.5 0.065
H 5.64728 -1.21239 9.79283 -0.3 -0.8 -0.9 0.154
H 1.21654 -7.00663 -2.07203 0.3 1.8 0.2 0.104
H 9.73418 -2.26134 8.99338 0.1 0.7 -0.1 0.068
H -4.13790 0.39204 1.94830 0.4 -0.3 -0.1 0.081
H 3.81505 2.54571 6.92952 0.1 -0.2 -0.1 0.096
H -5.85713 -4.25921 3.34272 -0.9 -0.6 0.1 0.119
H 5.70832 0.90837 -2.06555 0.6 -0.1 -0.3 0.082
H -1.62800 -5.79337 -4.32346 -1.0 -0.1 0.7 0.152
H 6.46269 -5.72528 -1.34455 0.5 0.0 -0.6 0.080
H -6.80335 -3.60574 -2.12810 0.7 0.0 0.7 0.058
H -9.91073 1.25577 -2.76468 1.9 -0.1 -0.1 0.075
H 2.10636 -1.03499 -0.68839 0.8 -0.6 0.4 0.119
H -6.06617 -1.89431 2.44215 -0.5 0.2 0.1 0.134
H 4.94719 7.28603 -2.82588 -0.1 -0.6 0.1 0.087
H -12.91262 3.95157 -5.58096 -0.3 0.3 1.1 0.137
H 2.58069 6.13386 -2.70144 -0.2 0.3 -0.5 0.094
H 5.33591 2.96678 -7.14955 -1.4 -0.9 0.8 0.167
H -8.19029 1.09729 4.01747 0.4 -1.0 -0.3 0.100
H 7.70600 2.15716 -4.83239 -0.2 -0.3 -0.6 0.118
H -1.86437 -1.55006 -3.05370 -0.4 0.4 0.0 0.063
H -5.40917 -3.73732 -5.86093 -0.4 -0.2 1.6 0.122
H 7.66347 -1.95861 10.59030 -0.2 0.6 0.4 0.119
H -6.59538 -7.46558 -5.46925 0.6 0.4 0.4 0.103
H -4.94797 -0.48923 6.36019 -0.7 -1.6 -1.4 0.158
H -3.70691 -5.31835 -5.67371 -0.1 -0.1 -0.1 0.125
H -0.91769 -2.82832 -3.61003 0.3 -0.4 0.0 0.071
H 3.56699 -2.40053 8.78307 -1.5 0.6 1.2 0.114
H 0.01875 9.98679 -1.77532 0.3 1.0 -0.2 0.078
H 0.89335 11.39443 -2.62246 -0.4 -0.2 -0.3 0.089
H -2.62213 -5.75224 -2.79913 0.2 -0.3 -0.2 0.077
H -2.80337 -4.81713 1.77892 0.3 0.4 -0.3 0.071
H 4.28785 8.61909 -2.04858 -0.3 -0.7 0.3 0.082
H -6.80792 -3.86648 -4.71714 0.1 -0.1 0.2 0.101
H 0.77726 -6.70667 0.60744 -0.6 0.2 -0.6 0.097
H -0.07524 -0.22119 1.18696 -1.0 0.7 0.9 0.085
H -2.69566 -0.75035 2.25890 -0.5 0.8 -0.4 0.086
H 4.78849 0.48291 -4.43015 0.7 0.8 0.1 0.065
H -13.60655 6.99992 -4.25772 0.2 0.3 0.4 0.101
H 2.87961 3.66334 6.00171 0.0 -0.2 -0.1 0.086
H 3.75650 4.91903 4.60408 0.2 0.3 -0.9 0.136
H 0.46876 -5.41459 3.76442 0.0 0.8 -0.8 0.091
H -12.55247 3.81401 -2.49736 -0.3 0.1 0.4 0.130
H -4.06320 -5.03023 -1.97742 0.0 0.0 -0.5 0.087
H 7.13726 0.98301 -3.20976 0.1 -0.4 0.0 0.072
H -1.09219 4.41957 -0.03686 -0.1 -0.4 -0.4 0.077
H -0.37059 -2.36656 -1.20843 -0.1 0.3 -0.2 0.100
H -6.12000 -5.99023 -6.16891 0.2 0.3 0.1 0.078
H 1.02036 3.82161 -6.70973 -0.3 0.0 0.3 0.094
H 2.26255 0.26528 -2.48415 -1.4 -0.1 -0.1 0.104
H 7.14833 0.36012 9.07374 0.1 -0.2 -0.6 0.092
H -10.50711 3.84610 -5.30577 0.3 -0.8 -0.1 0.113
H 0.11102 2.04871 -0.67616 1.0 1.0 0.1 0.058
H 3.73355 4.93799 1.55058 0.2 -0.9 -1.8 0.034
H -9.71283 2.07793 -5.08003 -0.8 1.7 0.5 0.134
H -5.83891 1.12761 4.43478 0.5 0.0 0.4 0.126
H 4.18477 1.93188 -3.59437 0.8 0.0 -0.3 0.093
H 4.13391 -4.53656 1.20741 1.3 -0.5 1.8 0.065
H 4.17956 6.97374 -1.21798 0.2 0.5 -0.6 0.089
H -1.47971 -7.93751 -5.27600 0.4 0.0 -0.8 0.085
H 2.06156 -3.91824 -1.51293 0.3 -1.2 -0.1 0.125
H 3.81825 -7.09120 0.77373 -0.6 0.6 -0.2 0.147
H -1.65825 2.17277 -0.88495 0.7 -0.1 0.4 0.104
H 3.88522 -3.49513 -0.20543 -0.2 -0.2 0.7 0.113
H -2.34241 -9.16952 -4.37757 0.0 -0.1 0.0 0.097
H -4.37470 -3.30387 -2.43158 0.0 -1.2 -0.6 0.129
H 2.26196 1.76960 3.49350 0.1 0.3 -0.1 0.071
H 2.76962 -7.52794 -0.53200 -0.2 0.0 -0.4 0.128
H -5.93041 0.40306 2.79349 -0.7 0.0 1.4 0.114
H -1.13559 -8.16439 -3.62420 0.2 0.5 1.3 0.075
H 5.26570 3.06199 5.15791 0.1 0.1 -0.1 0.124
H 8.00209 0.13336 -6.07934 0.6 0.1 -0.3 0.087
H 7.77577 3.09878 -0.07904 -0.9 -0.1 0.7 0.105
H -8.29399 3.89509 -3.99654 0.2 -0.1 -0.6 0.074
H -12.03050 7.34025 -5.09548 -0.1 0.4 0.0 0.101
H -2.22339 5.60810 0.48798 0.2 0.6 0.0 0.097
H 2.88392 2.23417 -5.25730 0.0 0.5 0.7 0.104
H 1.49664 -0.72314 1.76676 1.2 0.7 0.9 0.114
H -14.05117 4.58007 -4.28722 0.3 -0.4 0.0 0.140
H 2.51786 -6.36113 -2.97644 -0.8 1.2 -0.1 0.084
H 3.51137 -2.70445 5.96151 0.1 0.4 -0.4 0.106
H -0.99433 1.37614 0.52823 0.1 0.3 1.2 0.054
H 4.28373 -6.53394 -1.91819 -0.3 0.6 0.2 0.136
H 6.87610 4.58603 0.01623 0.0 0.5 0.0 0.074
H 9.43161 -3.90415 9.13368 0.3 -1.4 -0.4 0.062
H 1.06193 -2.19568 -2.25324 -0.8 -0.1 -0.2 0.125
H -10.42435 3.80006 -1.72017 0.2 0.1 0.4 0.108
H 5.27060 4.63331 3.77785 -0.5 0.7 -0.8 0.138
H -4.77627 -3.67297 4.60711 -0.2 0.2 -1.0 0.145
H 7.95012 -3.92980 7.48422 -0.9 0.0 0.3 0.120
H 0.51482 5.34141 -2.22325 -0.5 0.2 0.2 0.110
H 6.82151 0.59489 -7.31535 0.0 0.0 -1.0 0.074
H -4.18038 -1.44499 1.77922 -0.1 0.7 0.2 0.078
H 6.34486 -0.12329 -5.80239 0.4 1.1 -0.2 0.085
H 1.76533 0.56609 -0.25301 0.0 0.5 -0.1 0.134
H -11.34691 0.82031 -3.52714 -0.5 -0.2 -0.3 0.137
H 8.11037 0.56566 7.57592 0.1 1.3 -1.1 0.060
H 1.35036 -6.79945 3.87533 0.5 -0.5 -0.5 0.095
H 5.95386 3.16091 -0.21428 -0.6 -0.7 0.0 0.047
H 0.37382 7.22552 -3.73565 0.3 0.2 -0.2 0.134
H 4.65711 1.50189 4.65822 -0.2 0.1 0.0 0.105
H 4.37724 -4.70367 -1.90671 0.0 -0.8 -0.3 0.093
H -6.93348 -2.37062 4.00478 -0.1 0.2 -0.5 0.131
H 7.38380 -3.67023 10.42406 -0.2 0.0 -0.2 0.133
H -8.15105 4.34968 -2.29841 0.2 -0.2 -0.3 0.097
H -5.45992 -2.68638 -4.34112 -0.5 -1.8 -0.6 0.102
H 2.73189 2.24315 -6.94430 0.3 0.5 0.3 0.123
H -5.51229 -6.72930 -3.20807 0.5 -0.1 0.1 0.133
H 5.93589 -4.80894 0.04709 -0.3 -0.2 -0.4 0.077
H -3.70476 0.26957 4.30094 0.0 -1.2 0.2 0.138
H -0.35594 8.33803 -2.64174 -0.3 -0.8 0.4 0.129
H -12.57570 1.60499 -1.37232 -0.5 0.6 -0.1 0.066
H 1.77895 6.88323 -0.37369 0.0 0.5 -0.4 0.099
H -2.28848 5.17460 -1.19261 -0.5 -0.7 -0.4 0.083
H -0.93681 -2.42840 2.38030 0.6 -0.7 -0.1 0.102
H 1.21413 4.07381 -4.91874 0.4 -0.2 0.1 0.064
H 6.50027 -4.62993 8.37759 0.5 1.1 -0.4 0.140
H 1.77046 9.49519 -3.81860 -0.4 -0.5 -1.0 0.125
H -13.31099 6.36065 -5.80083 -0.4 -0.1 -1.4 0.078
H 4.36027 -3.34893 7.78998 0.8 -0.3 -0.8 0.115
H -10.45998 4.89885 -3.12338 0.3 -0.7 0.2 0.126
H -10.93573 2.12847 -0.79830 -0.2 0.4 0.3 0.065
H 4.03823 6.36922 2.40894 0.3 0.4 0.1 0.088
H 0.84874 -5.52709 -2.97798 0.2 0.1 -0.5 0.065
H 0.79775 -2.55962 2.92888 -0.6 0.1 -0.8 0.095
H 2.30816 8.60753 -0.25685 0.6 0.5 0.3 0.089
H -6.71764 -5.28791 -1.75166 1.5 1.2 0.8 0.093
H 4.82934 3.92117 -4.01080 1.2 0.2 -0.8 0.120
H -1.46645 0.23469 -2.15461 0.6 0.5 0.2 0.127
H 0.55990 8.20028 -0.40661 0.5 0.0 0.1 0.099
H -4.44104 -2.08097 5.79526 0.2 -0.6 0.1 0.056
H 2.54872 1.93187 5.90755 -0.6 -0.5 -0.1 0.035
H -4.49314 -5.45438 1.82664 1.0 0.8 0.6 0.123
H 6.35010 2.48144 -2.54515 0.0 -1.4 -0.5 0.084
H 6.70250 -1.38144 7.05598 -0.7 0.5 -1.3 0.062
H 1.80922 3.36303 4.17262 0.2 -0.2 -0.2 0.090
H 1.49501 10.77049 -1.15601 0.1 0.2 1.0 0.065
H 4.36114 1.43463 2.56330 -0.5 -0.9 -0.1 0.078
H 1.46374 5.42437 -6.08602 -0.5 -0.1 0.2 0.085
H 4.23762 2.86797 1.53238 -0.4 0.0 -0.6 0.120
H -3.10483 -4.05774 -4.57146 0.1 0.4 -0.2 0.122
H 2.48735 5.60695 2.59381 0.7 -0.4 0.0 0.105
H 5.84185 -6.60287 0.02311 -0.2 1.0 -0.6 0.102
H 5.32336 -2.99673 9.89161 0.5 0.5 0.2 0.140
H -8.30058 2.67312 -2.65237 0.2 -0.9 -0.2 0.012
H 0.06495 -6.75423 2.64332 0.0 0.3 0.4 0.101
H -11.43689 2.22684 -5.49370 1.3 1.3 0.8 0.137
H 6.45421 1.55904 2.16557 0.0 0.7 0.3 0.129
H -8.25117 -0.69950 3.64312 0.4 0.5 -0.2 0.075
H -11.33578 0.42732 -1.00833 -0.1 2.2 -1.2 0.147
H 2.44724 -3.93190 0.89164 1.5 -0.2 -0.3 0.112
H 8.83662 -0.23959 8.92821 -0.9 0.4 -0.3 0.092
H -7.84466 -0.06767 5.26829 0.2 0.0 -1.0 0.093
H 2.89369 9.67555 -2.54934 0.1 -0.2 0.0 0.104
H 0.92152 1.42572 -2.50730 -0.2 0.2 0.0 0.091
H 9.79421 -3.00533 10.55206 1.0 -0.1 1.6 0.071
H -3.49335 -5.31240 3.29396 0.2 -0.3 0.7 0.086
H -5.88603 -4.04724 -0.61089 0.0 -0.1 -0.3 0.075
H -1.42338 -0.41885 -0.55956 0.3 -0.2 -0.4 0.143
H 3.71304 -0.98793 5.32108 0.7 -0.3 -0.5 0.061
H 6.45160 2.74411 3.54053 -0.1 -0.5 -0.9 0.135
H 2.86285 7.49446 -3.89539 -0.3 -0.1 -1.0 0.119
H -4.89166 -7.15120 -5.68887 0.7 -0.2 0.1 0.055
H -6.82442 -5.77551 -3.76825 -0.8 0.5 0.3 0.096
H 6.31409 -3.55447 6.96193 -0.5 0.4 -0.7 0.074
H 5.64738 4.49449 -5.55364 0.0 -0.8 0.7 0.126
H 4.62192 1.28941 -6.66800 0.6 0.9 0.1 0.115
H -1.11363 5.92501 -2.75053 -0.1 -0.1 0.0 0.127
H 2.40974 -1.32613 6.27745 0.2 -0.3 0.9 0.059
```
Forces are in eV/Å.

Summary:
Electronic energy in hartree: -9988.07046
Charge: +3
Spin multiplicity: 1
HOMO level in eV: -12.75
Energy above the lowest of the compared OMol25 structures with the same formula, charge and spin in kJ/mol: 0.0
Frontier orbital gap in eV: 9.03
LUMO energy in eV: -3.716